{
  "formula": "C19H47NNbO3",
  "method": "ωB97M-V/def2-TZVPD",
  "total_charge": -1,
  "homo_lumo_gap_ev": 6.26,
  "e_lumo_ev": 2.57,
  "energy_ev": -29639.2547,
  "symbols": ["C", "C", "Nb", "C", "C", "C", "C", "C", "C", "C", "C", "N", "H", "H", "H", "H", "H", "H", "H", "H", "H", "H", "H", "H", "H", "H", "H", "H", "H", "H", "H", "H", "H", "H", "H", "C", "C", "C", "O", "H", "H", "H", "H", "H", "H", "H", "H", "C", "C", "C", "O", "H", "H", "H", "H", "H", "H", "H", "H", "C", "C", "C", "O", "H", "H", "H", "H", "H", "H", "H", "H"],
  "xyz": [[-2.80262, -0.10602, 0.87748], [-2.78699, -1.34309, 1.55775], [-0.79077, -1.82101, 2.59942], [1.19030, -2.11691, 3.69500], [1.97519, -0.79300, 4.08323], [2.26547, 0.20261, 2.88823], [3.73060, 0.82480, 3.06973], [1.23592, 1.43219, 2.87294], [-0.25614, -3.45785, 1.07622], [0.85000, -2.92155, 0.09201], [2.28869, -3.58492, -0.01208], [0.62118, -1.91646, -0.70539], [-1.95893, 0.03813, 0.14825], [-3.53517, 0.71577, 1.07274], [-3.68258, -2.02392, 1.61213], [-1.61536, -3.14524, 3.59852], [-1.22635, -0.57006, 3.85003], [-0.02283, -0.61494, 1.48676], [1.83167, -2.86388, 3.14607], [0.91330, -2.61731, 4.67773], [2.97128, -1.12449, 4.51551], [1.48063, -0.20250, 4.90588], [2.14778, -0.28006, 1.87726], [4.40668, 0.16974, 3.67933], [3.71256, 1.82923, 3.57172], [4.19845, 0.91356, 2.04911], [0.98170, 1.65780, 1.79526], [0.25645, 1.15172, 3.35578], [1.67506, 2.35637, 3.34023], [0.07598, -4.40820, 1.57810], [-1.16675, -3.59918, 0.43028], [2.24576, -4.60820, 0.44493], [3.09013, -2.95024, 0.45589], [2.52755, -3.63182, -1.11519], [1.47668, -1.73692, -1.25581], [3.15696, -2.71954, -4.88342], [3.00792, -1.24403, -4.54452], [4.32103, -0.49907, -4.72640], [2.56690, -1.10845, -3.19468], [3.88904, -3.19813, -4.22526], [2.20970, -3.24343, -4.73804], [3.47720, -2.85692, -5.91905], [2.24175, -0.79694, -5.18056], [5.09237, -0.90268, -4.06285], [4.20138, 0.55570, -4.46939], [4.67627, -0.56961, -5.75724], [3.23776, -1.50063, -2.62327], [0.70054, 1.83670, -3.22809], [-0.26360, 1.68741, -4.39269], [-1.67516, 1.39658, -3.90719], [0.17535, 0.62718, -5.24180], [0.74838, 0.91457, -2.64210], [1.71247, 2.03477, -3.59010], [0.39898, 2.65346, -2.56804], [-0.26209, 2.60211, -4.99135], [-1.70682, 0.45989, -3.34315], [-2.35576, 1.28085, -4.75446], [-2.04670, 2.20026, -3.26763], [0.17688, -0.18605, -4.72219], [-6.69286, 3.37917, 1.93831], [-5.28237, 2.97391, 2.33863], [-4.79760, 3.77044, 3.53976], [-4.39725, 3.18187, 1.24085], [-6.72850, 4.43619, 1.65550], [-7.02364, 2.80654, 1.06908], [-7.39890, 3.21330, 2.75546], [-5.25932, 1.90724, 2.57259], [-4.76921, 4.84082, 3.31093], [-3.78123, 3.47593, 3.80888], [-5.44688, 3.61622, 4.40481], [-4.40750, 4.12027, 1.02362]],
  "atomic_forces_ev_per_a": [[0.3981, -1.7813, 1.2205], [0.9407, 0.3603, -2.5376], [-0.9925, 0.4424, -0.1756], [0.1239, 0.3722, 0.2485], [0.7220, -0.4731, -0.2593], [0.2197, 1.2170, 0.8177], [-0.0760, -0.4470, -0.6876], [-0.1997, -0.5454, -0.6693], [1.5651, -0.3797, -1.4199], [-0.1190, 0.5188, -0.2552], [-0.8024, 0.0298, 0.0818], [0.4657, -1.3103, 0.7318], [-0.4999, 0.6331, 1.3927], [0.1267, -0.8693, -0.9340], [0.2462, 1.4443, 1.1989], [-0.5488, -0.2675, -0.0010], [0.1322, -0.0568, 0.7486], [-0.2982, 0.2926, -0.2300], [-0.2068, 0.8442, 0.4980], [0.0155, 0.3676, -1.0371], [-0.8975, 0.4522, -0.4080], [0.1481, -0.7549, -0.7943], [0.3565, 0.1179, 1.2090], [-0.6299, 0.4164, -0.5546], [-0.0314, -0.8865, -0.5363], [-0.2753, 0.2394, 0.9911], [0.2554, -0.0296, 1.1292], [1.0646, 0.3430, -0.3832], [-0.4633, -0.9079, -0.2635], [-0.3302, 0.7165, -0.6901], [0.7615, -0.0172, 0.8570], [0.4231, 0.8864, -0.4690], [-0.8636, -0.6207, -0.1183], [-0.2194, -0.2492, 1.1228], [-0.6354, -0.0607, 0.1532], [-0.1895, -0.1427, -0.0972], [0.5349, -0.3446, 0.2484], [0.0017, 0.2651, -0.0853], [-0.2100, 0.1743, -0.1827], [0.0712, 0.0900, -0.0492], [0.0187, 0.0693, -0.0412], [0.0117, -0.0190, 0.0410], [-0.0071, 0.0717, 0.1811], [-0.0356, -0.1157, -0.0631], [-0.0562, -0.0494, -0.0650], [0.0204, 0.0005, 0.0432], [-0.0144, 0.0162, -0.0214], [0.1835, 0.1081, 0.0539], [-0.0740, -0.3888, 0.6037], [-0.2135, 0.0517, -0.1516], [0.0705, 0.0874, -0.4534], [-0.1105, 0.0424, 0.0080], [-0.0609, 0.0423, -0.0201], [0.0067, -0.0452, -0.0001], [0.0601, -0.1640, -0.1746], [0.1078, 0.0977, 0.1027], [0.0463, 0.0819, 0.0069], [0.0043, -0.0687, 0.0183], [-0.0477, 0.1076, 0.1254], [-0.1818, -0.1866, -0.1075], [-0.0775, 0.6459, -0.0189], [0.1838, -0.1162, 0.1957], [0.0393, -0.3193, -0.0698], [0.0514, 0.0184, 0.1284], [0.0306, -0.0371, 0.0819], [0.0051, 0.0369, -0.0356], [0.1492, 0.0288, -0.1575], [-0.1396, -0.0185, -0.0358], [-0.0855, -0.0737, -0.0122], [0.0285, 0.0373, -0.0176], [0.0029, -0.0210, 0.0443]]
}

{
  "formula": "C25H18ClN5O4S",
  "method": "ωB97M-V/def2-TZVPD",
  "total_charge": 0,
  "e_above_lowest_kj_mol": 16.46,
  "homo_lumo_gap_ev": 8.13,
  "e_lumo_ev": -0.75,
  "energy_ev": -65214.8959,
  "symbols": ["C", "C", "C", "C", "N", "S", "O", "O", "C", "C", "C", "C", "N", "C", "O", "C", "C", "C", "C", "C", "C", "C", "N", "C", "N", "C", "C", "C", "C", "Cl", "C", "C", "C", "C", "N", "O", "H", "H", "H", "H", "H", "H", "H", "H", "H", "H", "H", "H", "H", "H", "H", "H", "H", "H"],
  "xyz": [[-2.99884, -4.78871, -0.07432], [-3.73908, -3.50814, -0.17409], [-3.85975, -2.44962, 0.67761], [-4.71861, -1.55779, -0.01967], [-5.16879, -0.34135, 0.42884], [-4.09068, 0.70239, 1.20102], [-3.53902, 0.02668, 2.33131], [-4.81042, 1.92146, 1.38420], [-2.82277, 0.92056, -0.03651], [-1.68931, 0.13278, -0.00374], [-0.71842, 0.29449, -0.97362], [-0.87586, 1.26958, -1.95902], [0.13114, 1.53428, -2.88795], [1.48433, 1.64458, -2.68550], [2.22152, 1.89915, -3.60993], [1.97613, 1.42457, -1.29084], [2.95959, 0.49094, -1.08442], [3.37988, 0.20200, 0.23620], [4.43959, -0.77455, 0.50312], [4.49435, -1.42993, 1.73464], [5.50477, -2.34329, 1.96784], [6.42810, -2.57553, 0.95724], [6.40108, -1.94552, -0.20457], [5.44193, -1.06779, -0.42395], [2.81310, 0.75883, 1.28206], [1.87635, 1.70247, 1.11000], [1.28616, 2.28056, 2.25601], [0.33260, 3.24922, 2.13491], [-0.03224, 3.71182, 0.85876], [-1.22424, 4.94984, 0.73055], [0.52739, 3.19086, -0.27740], [1.45137, 2.13526, -0.17820], [-2.05650, 2.01401, -2.01172], [-3.02834, 1.84022, -1.04674], [-5.05885, -2.05356, -1.18611], [-4.45854, -3.26992, -1.28383], [-3.69288, -5.62552, -0.13077], [-2.29632, -4.88157, -0.90079], [-2.46057, -4.82945, 0.86716], [-3.44305, -2.30134, 1.64941], [-5.80948, 0.12170, -0.19768], [-1.57352, -0.58736, 0.78937], [0.16313, -0.32617, -0.96448], [-0.16789, 1.84512, -3.80558], [3.36519, -0.05439, -1.92201], [3.74252, -1.21072, 2.47723], [5.57475, -2.86822, 2.90787], [7.22909, -3.29238, 1.08015], [5.49174, -0.56162, -1.37900], [1.61338, 1.93156, 3.22218], [-0.13599, 3.68050, 3.00520], [0.26401, 3.59352, -1.24247], [-2.19267, 2.74491, -2.79486], [-3.93058, 2.43058, -1.04313]],
  "atomic_forces_ev_per_a": [[-0.1684, 0.0670, -0.2209], [-0.0051, 0.6080, 0.4896], [-0.0602, -0.4544, -0.4633], [0.5910, -1.4515, -0.4204], [-0.0051, 0.8136, 0.5623], [-0.1782, 0.0036, -0.4782], [0.1251, -0.2585, -0.2281], [-0.0721, 0.0171, -0.3249], [-0.3871, -0.0107, 0.5590], [0.1260, -0.0187, 0.0777], [-0.1837, 0.0006, -0.1968], [-0.5045, -0.2779, 0.4194], [-0.1347, 0.1458, -0.5223], [-0.1012, -0.0081, -0.1037], [0.2172, 0.0014, -0.0218], [0.5681, -0.0433, 0.3037], [-0.3746, 0.3011, -0.0753], [-0.3920, 0.3326, 0.0455], [0.4578, -0.4415, 0.1644], [0.0647, 0.0173, -0.2095], [-0.0404, 0.0464, -0.0902], [-0.0330, -0.0779, 0.2529], [0.4488, -0.1776, -0.3302], [-0.4458, 0.2324, 0.1490], [0.4683, -0.3952, 0.1187], [-0.4203, 0.3957, -0.5909], [-0.1618, 0.1801, -0.0202], [0.1375, -0.1473, 0.1542], [0.2162, -0.2343, -0.4541], [-0.1383, 0.1899, -0.0117], [-0.1663, 0.2993, 0.2807], [0.3816, -0.2030, 0.3723], [0.1334, -0.1525, 0.0280], [-0.0516, 0.0665, -0.0608], [-0.5344, 1.2397, 0.1112], [0.3775, -0.6434, 0.2399], [0.0016, -0.0805, 0.0315], [0.0776, -0.0348, -0.0082], [0.0307, -0.0183, 0.0343], [0.1362, -0.1026, 0.2325], [-0.0715, 0.2427, -0.0432], [0.0963, -0.1108, 0.0673], [0.0502, -0.0591, 0.0161], [0.1595, -0.0497, 0.1103], [0.0436, -0.0207, -0.0918], [-0.0318, 0.0121, 0.0663], [0.0116, -0.0579, 0.0652], [0.0369, -0.0717, 0.1056], [-0.1019, 0.1023, -0.0834], [0.0241, -0.0458, 0.1085], [-0.0436, 0.0403, 0.0804], [-0.1031, 0.0243, -0.0632], [0.0107, 0.1271, -0.0470], [-0.0814, 0.1411, -0.0863]]
}

{
  "formula": "C4H8O2",
  "method": "ωB97M-V/def2-TZVPD",
  "total_charge": 0,
  "e_above_lowest_kj_mol": 249.96,
  "homo_lumo_gap_ev": 11.09,
  "e_lumo_ev": 1.08,
  "energy_ev": -8370.6910,
  "symbols": ["C", "O", "C", "C", "C", "O", "H", "H", "H", "H", "H", "H", "H", "H"],
  "xyz": [[0.59356, -0.18624, 2.12672], [0.69921, -0.15084, 0.72674], [-0.32706, 0.62010, 0.14785], [-0.23789, 0.51505, -1.35735], [-0.32253, -0.79835, -1.99164], [-1.42325, 0.09707, -2.02280], [0.70753, 0.81477, 2.57179], [-0.37976, -0.59409, 2.44281], [1.38942, -0.83444, 2.50004], [-0.24531, 1.67086, 0.47294], [-1.31646, 0.24762, 0.45747], [0.30497, 1.30554, -1.87544], [-0.44585, -1.68004, -1.36417], [0.16975, -0.96752, -2.94853]],
  "atomic_forces_ev_per_a": [[0.0189, -0.0299, 0.3203], [0.0492, -0.0143, -0.0491], [-0.1929, 0.1142, -0.1449], [0.1970, 0.1353, 0.1300], [0.1847, -0.2423, -0.0473], [-0.2299, 0.0805, -0.0996], [-0.0058, -0.1271, -0.0900], [0.1426, 0.0482, -0.0515], [-0.1078, 0.1025, -0.0415], [-0.0159, -0.1567, -0.0470], [0.1185, 0.0087, -0.0302], [-0.0633, -0.1259, 0.0740], [-0.0195, 0.1562, -0.0680], [-0.0757, 0.0506, 0.1449]]
}